(1)
# C46H36BF4N10O2STi

A molecular structure, C46H36BF4N10O2STi at a distorted geometry (ωB97M-V/def2-TZVPD, OMol25).

The geometry in XYZ format:
```
101
Properties=species:S:1:pos:R:3:lowdin_spin:R:1
Ti 0.1803 -0.2884 -0.6735 0.865
O -1.0383 -0.9835 0.4991 0.004
C -2.1214 -0.9679 1.3864 0.001
C -3.2465 -0.0124 0.7891 0.000
C -2.8335 1.4252 0.6723 0.001
C -3.6748 2.4229 1.1857 0.000
C -3.2271 3.7294 1.2097 0.000
C -2.0066 4.0415 0.6608 0.000
C -1.2174 3.0170 0.1185 0.001
C 0.1409 3.2665 -0.4930 0.001
C 1.2722 2.4611 0.2736 0.004
O 1.0484 1.0859 0.1390 0.006
C 2.7034 2.7094 -0.2562 0.000
C 3.7086 1.8274 0.1661 0.000
C 5.0050 1.9394 -0.2775 0.000
C 5.3358 2.9860 -1.1161 0.000
C 4.3486 3.8166 -1.6246 0.000
C 3.0365 3.6806 -1.1932 0.000
C 1.3087 2.8604 1.7762 0.000
C 1.6606 4.1748 2.0862 0.000
C 1.7588 4.6001 3.3970 0.000
C 1.4493 3.7235 4.4171 0.000
C 1.1136 2.3996 4.1298 0.000
C 1.0234 1.9792 2.8138 0.000
N -1.6199 1.7379 0.2027 0.015
C -2.6235 -2.4271 1.5462 0.000
C -3.8372 -2.6250 2.1762 0.000
C -4.3460 -3.9140 2.3377 0.000
C -3.6143 -4.9999 1.9219 0.000
C -2.3618 -4.8170 1.3469 0.000
C -1.8580 -3.5434 1.1731 0.000
C -1.6593 -0.5298 2.8069 0.000
C -2.4060 0.3128 3.6262 0.000
C -1.9875 0.5502 4.9297 0.000
C -0.8798 -0.0971 5.4418 0.000
C -0.1181 -0.9134 4.6334 0.000
C -0.5247 -1.1414 3.3281 0.000
H -4.2113 -0.1161 1.3126 0.000
H -3.4377 -0.3814 -0.2255 0.000
H -4.6442 2.1388 1.5697 0.000
H -3.8384 4.5236 1.6568 0.000
H -1.6179 5.0521 0.6656 0.000
H 0.3706 4.3330 -0.5404 0.000
H 0.1453 2.8868 -1.5156 0.000
H 3.4218 1.0503 0.8695 0.000
H 5.7769 1.2437 0.0510 0.000
H 6.3677 3.1576 -1.4060 0.000
H 4.6004 4.5575 -2.3663 0.000
H 2.2818 4.3111 -1.6538 0.000
H 1.8755 4.8602 1.2797 0.000
H 2.0678 5.6097 3.6063 0.000
H 1.5026 4.0671 5.4499 0.000
H 0.8980 1.7195 4.9427 0.000
H 0.7787 0.9532 2.5454 0.000
H -4.3902 -1.7882 2.5964 0.000
H -5.3173 -4.0416 2.8069 0.000
H -4.0007 -6.0047 2.0800 0.000
H -1.7961 -5.6871 1.0279 0.000
H -0.8714 -3.3906 0.7553 0.000
H -3.3148 0.7708 3.3002 0.000
H -2.5344 1.2596 5.5514 0.000
H -0.6324 0.0499 6.4876 0.000
H 0.7977 -1.3513 5.0167 0.000
H 0.0382 -1.7819 2.6768 0.000
C -3.2956 -3.8444 -4.3460 0.000
N -1.8666 -3.5852 -4.3267 0.000
C -0.9547 -3.7709 -5.3612 0.001
C 0.2368 -3.3599 -4.9323 0.000
N 0.1126 -2.8681 -3.6250 0.002
C -1.2317 -3.0487 -3.2043 0.001
S -1.9483 -2.7133 -1.7413 0.001
C 1.2722 -2.5655 -2.8255 0.017
C 2.4068 -3.3869 -2.9879 -0.003
C 3.6599 -2.8704 -2.6331 0.017
C 3.8191 -1.6113 -2.1215 -0.002
C 2.6602 -0.8475 -1.9890 0.018
N 1.4159 -1.3699 -2.1869 -0.004
H -3.5192 -4.6704 -5.0212 0.000
H -3.8644 -2.9801 -4.6721 0.000
H -3.5944 -4.0948 -3.3288 0.000
H -1.2696 -4.1845 -6.3072 0.000
H 1.2044 -3.3348 -5.4278 0.000
H 2.3385 -4.3606 -3.4716 0.000
H 4.5305 -3.4825 -2.8300 0.001
H 4.7902 -1.1458 -1.9317 0.000
H 2.7350 0.2149 -1.8047 0.000
N 1.5388 -1.5624 0.6110 0.010
C 2.4232 -2.0607 1.2187 0.006
N 3.2439 -2.7737 1.8438 0.003
C 4.2926 -2.5316 2.5605 0.001
N 5.2606 -2.5779 3.2165 0.002
F 1.5358 0.7680 -4.8295 0.000
B 1.9321 1.7220 -3.8662 0.000
F 1.5259 3.0477 -4.1327 0.000
F 3.3053 1.6036 -3.5644 0.000
F 1.2000 1.3553 -2.5783 0.001
N -4.6303 1.4489 -4.9097 0.003
C -3.7162 1.3613 -4.1794 0.001
N -2.6679 1.5761 -3.4505 0.006
C -1.9394 0.8068 -2.8024 0.011
N -1.1506 0.2083 -2.1594 0.008
```

Spin multiplicity: 2
Frontier orbital gap (alpha / beta) (eV): 5.480 / 7.316
Charge: -2
⟨S²⟩: 0.75

(2)
# C10H18F9NO6P3S

A gas-phase ion, C10H18F9NO6P3S (charge +1) at a distorted geometry (ωB97M-V/def2-TZVPD, OMol25).

The geometry in XYZ format:
```
48
Properties=species:S:1:pos:R:3:mulliken_charge:R:1
C -1.0269 -4.3602 -0.1899 -0.776
C 0.5120 -4.2701 0.0302 -0.555
P 1.1176 -2.7536 0.9036 0.185
C 2.8951 -2.5730 0.3454 -1.114
P 0.0421 -0.9858 0.1353 0.384
O -0.4003 -1.3235 -1.3574 -0.287
C -1.6284 -0.6736 -1.8236 -0.364
C -1.3252 -0.0454 -3.1909 -0.040
C -2.5911 0.5580 -3.8195 -1.536
O -0.3684 0.9930 -3.0840 -0.486
P -1.6229 -0.6946 1.5440 0.983
N -2.6312 -1.8643 1.4686 -0.674
O -0.9638 -0.6102 3.0110 -0.416
O -2.4117 0.6951 1.2653 -0.473
S 1.5552 0.5982 0.1710 1.026
O 2.3634 0.3921 -0.9853 -0.574
O 2.3403 0.4047 1.3535 -0.578
C 0.8312 2.3061 0.0107 0.212
F 1.4644 2.9802 -0.8975 -0.214
F -0.4066 2.1231 -0.4842 -0.213
C 0.6558 3.0847 1.3483 0.664
F 0.0252 2.2206 2.1853 -0.234
F -0.1854 4.0742 1.1295 -0.304
C 1.9727 3.5202 2.0676 0.739
F 2.2908 2.7141 3.0633 -0.245
F 3.0169 3.6251 1.2486 -0.279
C 1.7809 4.9348 2.7276 0.575
F 0.7582 4.9480 3.5508 -0.237
F 1.7412 5.8938 1.8388 -0.231
F 2.8603 5.1517 3.4709 -0.256
H -1.5085 -3.3870 -0.2929 0.036
H -1.1770 -4.8673 -1.1528 0.305
H -1.5340 -4.9810 0.5506 0.340
H 0.8257 -5.1751 0.5635 0.474
H 0.9912 -4.3034 -0.9578 0.417
H 3.4721 -1.9336 1.0099 0.328
H 3.2982 -3.5935 0.3229 0.460
H 2.8715 -2.2294 -0.6934 0.400
H -1.9903 0.1391 -1.1809 0.262
H -2.3744 -1.4515 -2.0091 0.416
H -0.9430 -0.8304 -3.8608 0.426
H -3.4029 -0.1729 -3.9094 0.399
H -2.3353 0.8782 -4.8364 0.392
H -2.9053 1.4693 -3.2988 0.353
H 0.4298 0.7965 -3.5880 0.321
H -3.5419 -1.4696 1.2341 0.237
H -0.0517 -0.9629 2.9545 0.385
H -2.7858 1.0114 2.1079 0.367
```

Spin multiplicity: 1
Frontier orbital gap (eV): 8.191
Charge: +1

(3)
# C27H24F12FeN2O2S3Se

A molecular structure, C27H24F12FeN2O2S3Se at a distorted geometry (ωB97M-V/def2-TZVPD, OMol25).

The geometry in XYZ format:
```
72
Properties=species:S:1:pos:R:3:lowdin_spin:R:1
Fe 0.0974 0.1340 -0.8547 3.741
C -3.7767 2.9490 4.0552 0.026
C -3.1108 1.8237 3.3207 0.147
C -2.4330 0.8045 3.9776 -0.012
C -1.7301 -0.1260 3.2536 0.137
C -1.5835 -0.0280 1.8407 0.016
N -0.6234 -0.6846 1.1557 0.374
C 0.4872 -1.2172 1.7863 0.015
C 1.0399 -0.6529 2.9586 0.065
C 2.0221 -1.2804 3.6910 -0.007
C 2.5301 -2.5059 3.2806 0.060
C 3.5116 -3.2807 4.1152 0.011
C 2.1368 -2.9727 2.0306 -0.009
C 1.1878 -2.3308 1.2484 0.057
C 0.9597 -2.7957 -0.2050 0.013
O 0.6030 -1.8323 -1.0669 0.066
C -0.0889 -3.9500 -0.1694 0.004
F -1.2672 -3.5162 0.2923 0.002
F -0.3006 -4.4940 -1.3798 0.001
F 0.2937 -4.9663 0.6528 0.001
C 2.2888 -3.3784 -0.8181 0.003
F 3.3131 -2.5295 -0.6013 0.000
F 2.6955 -4.5960 -0.3655 0.001
F 2.1689 -3.5158 -2.1500 0.001
C -2.5442 0.8095 1.1687 0.109
C -3.2293 1.7321 1.9282 -0.014
C -2.8003 0.6867 -0.3537 0.013
O -1.7573 1.0247 -1.1365 0.059
C -3.9682 1.6139 -0.8033 0.002
F -3.6943 2.9141 -0.5672 0.000
F -4.1763 1.5285 -2.1305 0.000
F -5.1468 1.3419 -0.1893 0.000
C -3.2933 -0.8119 -0.6676 0.003
F -4.3694 -0.8722 -1.4890 0.001
F -2.3384 -1.5012 -1.2839 0.002
F -3.6594 -1.5028 0.4343 0.003
H -3.3404 3.0792 5.0450 0.001
H -4.8483 2.7628 4.1661 0.010
H -3.6530 3.8806 3.5025 0.004
H -2.4285 0.7531 5.0605 -0.004
H -1.2524 -0.9496 3.7615 0.004
H 0.7003 0.3271 3.2654 0.002
H 2.3888 -0.8130 4.5982 -0.001
H 3.7224 -2.7586 5.0482 0.000
H 4.4505 -3.4296 3.5781 0.003
H 3.1129 -4.2679 4.3575 0.003
H 2.6057 -3.8735 1.6634 -0.002
H -3.9054 2.4294 1.4590 -0.003
C -0.8753 1.3491 -4.2020 0.001
C -0.0676 2.6116 -3.9540 0.001
S 0.4523 2.8359 -2.2111 0.015
C 2.2339 3.2159 -2.4071 0.001
C 3.2231 2.1559 -1.9294 0.000
S 2.8709 0.4192 -2.3315 0.007
C 2.6138 0.5200 -4.1385 0.001
C 1.4348 -0.3198 -4.6288 0.001
S -0.1350 -0.2322 -3.7072 0.013
H -1.1431 1.2930 -5.2595 0.000
H -1.7862 1.3640 -3.5998 0.000
H -0.6968 3.4667 -4.2076 0.000
H 0.8184 2.6504 -4.5839 0.000
H 2.3952 4.1097 -1.8032 0.000
H 2.4022 3.4927 -3.4478 0.000
H 3.2425 2.1315 -0.8423 0.000
H 4.2210 2.4002 -2.2992 0.000
H 3.5224 0.1493 -4.6154 0.000
H 2.5027 1.5691 -4.3953 0.000
H 1.6874 -1.3775 -4.5409 0.000
H 1.2270 -0.1007 -5.6777 0.000
Se 0.7308 3.4065 2.5859 0.012
C 0.9644 2.2459 1.2982 0.013
N 1.1647 1.4825 0.4338 0.023
```

Spin multiplicity: 6
Frontier orbital gap (alpha / beta) (eV): 7.266 / 5.676
Charge: -1
⟨S²⟩: 8.81

(4)
# C6H17N2

A gas-phase ion, C6H17N2 (charge +2) at a distorted geometry (ωB97M-V/def2-TZVPD, OMol25).

The geometry in XYZ format:
```
25
Properties=species:S:1:pos:R:3:lowdin_spin:R:1
N 1.7267 0.2691 -1.0310 0.023
C 0.9620 1.4111 -0.2451 0.030
C 2.0400 2.4243 0.2279 0.002
C -0.0103 0.6598 0.7529 0.060
N 0.0406 -0.8026 0.7133 0.588
C -2.3653 -1.1780 1.0103 0.124
C -1.0985 -1.6249 0.1868 0.088
C -1.2670 -1.4921 -1.3270 0.014
H 2.1140 0.5905 -1.9177 0.000
H 2.5734 -0.0099 -0.5001 0.000
H 1.1658 -0.7207 -1.0199 0.006
H 0.3844 1.9134 -1.0383 0.000
H 2.8767 1.8785 0.7002 0.000
H 2.2076 3.1797 -0.5470 0.001
H 1.6246 2.9630 1.1134 0.001
H -1.0361 0.9554 0.5374 0.014
H 0.3547 1.0922 1.7288 0.007
H 0.2789 -1.2860 1.5578 0.012
H -3.1049 -1.9670 0.7770 0.014
H -2.6062 -0.1263 0.7176 0.006
H -2.0983 -1.1991 2.1091 -0.001
H -0.9046 -2.7025 0.5681 0.006
H -2.2846 -1.2659 -1.6344 0.000
H -0.6729 -0.5945 -1.5547 0.000
H -0.9006 -2.3677 -1.8854 0.004
```

Spin multiplicity: 2
Frontier orbital gap (alpha / beta) (eV): 12.958 / 8.048
Charge: +2
⟨S²⟩: 0.75

(5)
# C24H40Br8O2

8 unconnected molecules or ions with the total composition C24H40Br8O2 at a distorted geometry (ωB97M-V/def2-TZVPD, OMol25).

The geometry in XYZ format:
```
74
Properties=species:S:1:pos:R:3:mulliken_charge:R:1
C -4.0911 0.8353 1.4580 -0.074
C -3.6181 0.1040 0.3704 -0.059
C -3.9785 0.4023 -0.9352 -0.338
C -4.8854 1.4620 -1.1452 -0.628
C -5.3841 2.1536 -0.0659 -0.448
C -5.0104 1.8669 1.2516 -0.703
H -3.7899 0.4481 2.4220 0.233
H -2.9472 -0.6961 0.6573 0.229
H -3.5585 -0.0768 -1.8087 0.503
H -5.1130 1.6511 -2.1853 0.399
H -6.2186 2.8359 -0.1861 0.382
H -5.5024 2.3378 2.0899 0.448
C 5.0722 -0.9454 1.5029 -0.337
C 4.8146 0.3462 1.0706 -0.935
C 3.5655 0.9004 1.3225 -0.201
C 2.7143 0.3289 2.2608 0.184
C 3.0393 -0.9319 2.7684 -0.180
C 4.1937 -1.5956 2.3572 -0.627
H 5.9979 -1.4013 1.1714 0.378
H 5.5029 0.9129 0.4582 0.404
H 3.3102 1.9127 1.0288 0.796
H 1.7237 0.6942 2.5052 -0.477
H 2.2750 -1.4469 3.3411 0.318
H 4.4065 -2.5844 2.7406 0.442
Br -1.4350 -3.3923 -2.3356 -0.127
C -2.9270 -4.1319 -3.4138 -0.614
C -4.2560 -3.6262 -2.8918 -0.594
Br -5.6486 -4.6676 -3.8066 -0.149
H -2.8836 -5.2109 -3.3080 0.397
H -2.7531 -3.8739 -4.4529 0.411
H -4.3929 -2.5538 -3.0011 0.334
H -4.3858 -3.8339 -1.8330 0.375
Br 1.9281 5.4573 -2.7775 -0.132
C 3.8511 5.0153 -2.9222 -0.598
C 4.0720 3.5327 -3.1477 -0.671
Br 3.6386 2.4831 -1.5609 0.037
H 4.4161 5.3310 -2.0481 0.368
H 4.2180 5.6219 -3.7469 0.380
H 5.1307 3.3601 -3.3352 0.347
H 3.5270 3.1373 -3.9993 0.386
Br 0.3648 3.3438 1.8392 -0.127
C -0.0755 4.2000 0.1276 -0.314
C -1.5160 3.8918 -0.1422 -0.350
Br -1.8975 5.0069 -1.7550 -0.209
H 0.5616 3.7951 -0.6559 0.080
H 0.1682 5.2509 0.2227 0.516
H -2.1779 4.2628 0.6377 0.453
H -1.8706 2.8977 -0.3954 0.050
Br -0.2962 0.6192 4.0843 -0.098
C -1.1352 -1.1382 3.7294 -0.205
C -1.0576 -1.9275 5.0364 -0.592
Br -2.2816 -3.4721 4.7413 -0.210
H -0.4841 -1.5432 2.9660 0.094
H -2.1472 -0.9045 3.4319 0.314
H -1.4568 -1.3475 5.8592 0.406
H -0.0208 -2.2032 5.1978 0.425
C 1.5483 -3.8549 0.1475 -0.335
C 2.2682 -3.6066 -1.1543 -0.203
O 2.1486 -4.6411 -2.1169 -0.550
H 1.8784 -4.7878 0.6068 0.348
H 0.4621 -3.8724 0.0314 0.102
H 1.7870 -3.0692 0.8691 -0.083
H 3.3361 -3.5822 -0.9162 0.299
H 2.0156 -2.6375 -1.5994 0.153
H 1.2769 -4.5768 -2.5223 0.287
C 0.7749 0.7247 -1.1227 -0.438
C 0.2576 -0.4596 -0.2762 0.896
O -0.4738 -0.0016 0.8440 -0.001
H -0.0943 1.0320 -1.7090 0.294
H 1.5311 0.3078 -1.7864 0.435
H 1.1594 1.4927 -0.4596 -0.358
H 1.1680 -0.9799 0.0581 -0.428
H -0.3152 -1.1612 -0.8788 -0.364
H -0.0247 0.7794 1.1898 -0.148
```

Spin multiplicity: 1
Frontier orbital gap (eV): 9.686

(6)
# C3H4O4

C3H4O4 in the gas phase at a distorted geometry (ωB97M-V/def2-TZVPD, OMol25).

The geometry in XYZ format:
```
11
Properties=species:S:1:pos:R:3:mulliken_charge:R:1
C 0.7662 -0.3569 0.7650 -0.993
C 0.0506 0.7972 0.6988 0.854
O -1.2193 0.6528 0.3721 -0.599
C 0.9528 1.8791 1.1102 0.446
O 2.1467 1.6740 1.1826 -0.546
O 0.4337 3.0399 1.4337 -0.133
O -0.8380 3.4132 1.0561 -0.387
H 0.5265 -1.1446 0.0834 0.290
H 1.8231 -0.4127 1.0517 0.256
H -1.4136 -0.2771 0.5509 0.356
H -1.4558 2.5433 0.5699 0.456
```

Spin multiplicity: 1
Frontier orbital gap (eV): 9.528

(7)
# C31H34IrN9O4S

A molecular structure, C31H34IrN9O4S (ωB97M-V/def2-TZVPD, OMol25).

The geometry in XYZ format:
```
80
Properties=species:S:1:pos:R:3:lowdin_spin:R:1
Ir -0.9869 -0.6203 -0.7464 1.522
O -1.2218 -0.1802 -2.5840 0.260
C -2.3689 -0.4217 -3.2736 0.145
C -2.2393 -0.5323 -4.6413 0.000
C -3.3475 -0.6953 -5.4667 0.191
C -4.6292 -0.7413 -4.9075 0.010
C -4.7847 -0.6415 -3.5529 0.135
C -3.6712 -0.4951 -2.6609 0.081
C -3.9461 -0.4335 -1.3086 0.387
N -2.9078 -0.4151 -0.3385 0.415
N -3.2698 -0.2935 0.9144 0.115
C -2.2200 -0.3734 1.7337 0.156
O -1.0106 -0.5379 1.2718 0.184
C -2.4137 -0.2498 3.1796 0.004
C -3.6757 0.0320 3.7079 0.031
C -3.8404 0.1482 5.0773 -0.003
C -2.7563 -0.0272 5.9291 0.035
C -1.5029 -0.3188 5.4067 -0.002
C -1.3254 -0.4221 4.0359 0.029
H -1.2407 -0.4704 -5.0549 -0.004
H -3.2163 -0.7728 -6.5372 0.011
H -5.4953 -0.8564 -5.5449 -0.003
H -5.7726 -0.6822 -3.1108 0.004
H -4.9465 -0.4767 -0.9040 0.018
H -4.5174 0.1501 3.0399 0.000
H -4.8194 0.3646 5.4838 -0.001
H -2.8915 0.0521 7.0000 0.002
H -0.6643 -0.4795 6.0725 -0.001
H -0.3555 -0.6650 3.6203 0.002
N 4.3531 -0.6799 -6.4753 0.001
C 3.9214 -0.6256 -5.1784 0.001
C 2.7744 0.1125 -4.8421 0.000
C 2.3217 0.1442 -3.5428 0.001
C 3.0088 -0.5574 -2.5557 0.002
C 4.1364 -1.3033 -2.8711 0.001
C 4.5934 -1.3326 -4.1717 0.001
S 2.4115 -0.5303 -0.9246 0.008
O 3.3221 -1.2273 -0.0637 0.001
O 2.0907 0.8489 -0.5839 0.012
N 0.9582 -1.2622 -0.9602 0.031
C 0.8204 -2.6082 -1.1908 0.010
N 1.8088 -3.4249 -1.5080 0.006
C 1.4609 -4.6995 -1.6875 -0.001
C 0.1612 -5.1632 -1.5627 0.006
C -0.8068 -4.2239 -1.2476 0.015
N -0.4799 -2.9532 -1.0632 0.131
H 3.9857 -0.0274 -7.1432 0.000
H 5.2646 -1.0498 -6.6738 0.000
H 2.2467 0.6609 -5.6131 0.000
H 1.4342 0.7130 -3.2898 0.000
H 4.6437 -1.8577 -2.0932 0.000
H 5.4757 -1.9095 -4.4211 0.000
H 2.2658 -5.3777 -1.9481 0.000
H -0.0862 -6.2030 -1.7115 0.001
H -1.8536 -4.4822 -1.1430 0.001
N -1.8410 2.5241 -0.1503 0.329
C -0.6808 2.1627 -0.0282 0.522
H -2.5992 2.5847 0.5236 0.039
C 3.1442 0.9897 2.4229 0.000
C 2.7694 2.4363 2.1438 0.000
N 1.4871 2.8259 2.7750 0.009
C 1.5631 3.3712 4.1480 0.002
C 1.4146 2.3167 5.2323 0.000
C 0.3364 2.6556 2.1723 0.022
C -0.9349 3.0707 2.8339 0.003
N 0.3144 2.1316 0.9346 0.107
H 3.9891 0.7052 1.7984 0.000
H 2.3276 0.3092 2.1752 0.000
H 3.4205 0.8403 3.4657 0.000
H 2.7028 2.6212 1.0733 0.000
H 3.5162 3.1250 2.5320 0.000
H 0.8167 4.1561 4.2509 0.000
H 2.5328 3.8582 4.2202 0.000
H 0.4713 1.7787 5.1471 0.000
H 1.4413 2.7992 6.2097 0.000
H 2.2238 1.5897 5.1933 0.000
H -1.0721 4.1494 2.7356 0.000
H -0.9162 2.8155 3.8897 0.000
H -1.7794 2.5582 2.3923 0.004
H 1.1571 1.6990 0.5337 0.009
```

Spin multiplicity: 6
Frontier orbital gap (alpha / beta) (eV): 5.696 / 5.548
Charge: +1
⟨S²⟩: 8.80

What energy values result from the calculations? In sequence: -4144.97414; -3218.80546; -7361.54493; -347.56786; -21681.04295; -417.47868; -2497.62921 Eh.